The following is a DFT calculation (ωB97M-V/def2-TZVPD) of a 9-piece molecular cluster, C53H119N5O13 overall in a non-equilibrium geometry.

Geometry as XYZ:
```
190
Properties=species:S:1:pos:R:3:lowdin_charge:R:1
C -4.8614 0.3876 -3.3420 -0.0212
C -4.7501 -1.1273 -3.2477 -0.4988
C -3.4965 -1.5993 -2.4823 -0.0202
C -5.9757 -1.6735 -2.4866 -0.1382
C -7.2237 -1.8100 -3.3569 -0.1804
C -6.9769 -2.7724 -4.5056 -0.1252
C -5.8311 -2.2170 -5.3839 -0.5252
C -5.3580 -3.3490 -6.2992 -0.0426
C -6.3982 -1.0754 -6.2521 -0.0271
N -4.7015 -1.8049 -4.5636 -0.0695
O -3.5474 -1.4318 -5.3793 -0.0406
H -4.0372 0.8572 -3.8881 0.0745
H -5.7965 0.7482 -3.7739 0.0726
H -4.8027 0.8054 -2.3284 0.0899
H -3.3951 -2.6691 -2.6240 0.0917
H -2.5873 -1.1171 -2.8349 0.0526
H -3.6000 -1.2994 -1.4320 0.0923
H -5.7145 -2.6260 -2.0098 0.1180
H -6.2286 -0.9772 -1.6791 0.1210
H -8.1037 -2.1145 -2.7835 0.1138
H -7.4205 -0.7862 -3.6917 0.1023
H -7.8480 -2.6716 -5.1541 0.1145
H -6.7800 -3.7890 -4.1828 0.1229
H -6.1641 -3.9135 -6.7785 0.0863
H -4.7429 -4.0841 -5.7727 0.0891
H -4.7170 -2.9684 -7.1017 0.0766
H -7.2920 -1.2783 -6.8287 0.0856
H -5.6066 -0.7370 -6.9497 0.0806
H -6.5068 -0.1524 -5.6694 0.0692
H -3.8144 -0.5886 -5.8263 0.0740
C -2.6532 -6.9813 1.6752 -0.0207
C -3.1717 -5.6430 2.1938 -0.5304
C -4.3502 -5.2025 1.3351 -0.0483
C -3.7370 -5.7556 3.6337 -0.1406
C -2.7364 -5.7427 4.7497 -0.1954
C -1.8340 -4.5414 4.6710 -0.1382
C -1.2279 -4.3672 3.2651 -0.5042
C -0.7379 -2.9504 3.1202 -0.0431
C -0.0738 -5.3867 3.1111 -0.0259
N -2.2288 -4.5663 2.2093 -0.1131
O -1.6956 -4.2921 0.9220 -0.0123
H -3.2720 -7.8371 1.9682 0.0849
H -2.5570 -7.0441 0.5885 0.0833
H -1.6680 -7.2257 2.0877 0.0691
H -4.0724 -5.1286 0.2798 0.0775
H -5.2137 -5.8617 1.4516 0.0888
H -4.6997 -4.2027 1.6148 0.0874
H -4.5786 -5.0669 3.7767 0.1197
H -4.2928 -6.7051 3.7102 0.1212
H -3.1780 -5.8165 5.7510 0.1171
H -2.1728 -6.6875 4.7232 0.1116
H -1.0302 -4.5001 5.4063 0.1243
H -2.4283 -3.6339 4.8651 0.1263
H -0.2079 -2.6121 4.0270 0.0954
H -1.5294 -2.2133 3.0000 0.0928
H 0.0462 -2.9208 2.3607 0.0563
H 0.8208 -4.9301 3.5660 0.0899
H 0.1951 -5.6566 2.0951 0.0523
H -0.2612 -6.2959 3.6781 0.0737
H -1.9765 -3.3852 0.7370 0.0997
C 6.7367 2.3322 1.5217 -0.0135
C 5.4305 2.4360 2.3578 -0.4991
C 4.6968 1.0933 2.2326 -0.0253
C 5.7786 2.5618 3.8254 -0.1543
C 6.2814 3.9165 4.2486 -0.1640
C 5.3039 4.9909 3.7290 -0.1394
C 4.8758 4.9116 2.2885 -0.5395
C 3.5732 5.7006 2.1626 -0.0297
C 5.9427 5.4709 1.3568 -0.0132
N 4.5219 3.5307 1.9758 -0.0956
O 3.9987 3.4039 0.6774 -0.0485
H 7.5235 3.0394 1.7879 0.0673
H 7.1337 1.3275 1.6512 0.0846
H 6.5481 2.5162 0.4574 0.0833
H 3.7758 1.1168 2.8223 0.0665
H 4.3186 0.9160 1.2193 0.0807
H 5.3050 0.2394 2.5210 0.0896
H 4.8754 2.3705 4.4198 0.1258
H 6.4873 1.7550 4.0332 0.1275
H 6.4035 4.1184 5.3107 0.1120
H 7.2665 4.1104 3.7946 0.1067
H 5.7400 5.9816 3.9044 0.1267
H 4.4030 4.9712 4.3569 0.1220
H 2.7942 5.2840 2.7927 0.0724
H 3.2443 5.8119 1.1306 0.0896
H 3.7989 6.7085 2.5419 0.0968
H 5.5825 5.3675 0.3230 0.0872
H 6.9312 5.0720 1.5197 0.0690
H 5.9556 6.5647 1.4554 0.0934
H 4.7457 3.3634 0.0416 0.1021
C 2.3783 -3.7793 -1.2175 -0.0377
C 2.8261 -4.7534 -0.1254 -0.5327
C 2.6474 -4.0617 1.2381 -0.0102
C 1.8696 -5.9405 -0.2656 -0.1392
C 2.3395 -7.1040 0.5986 -0.1784
C 3.6589 -7.5732 0.0205 -0.1539
C 4.7471 -6.5104 0.0564 -0.5228
C 5.3673 -6.3993 1.4256 -0.0347
C 5.7671 -6.9140 -1.0212 -0.0342
N 4.1440 -5.2322 -0.3634 -0.1060
O 5.0965 -4.1852 -0.5543 -0.0069
H 1.3080 -3.6122 -1.2823 0.0794
H 2.9015 -2.8256 -1.0540 0.0787
H 2.7391 -4.1007 -2.2028 0.0932
H 3.1426 -4.6358 2.0180 0.0759
H 3.1366 -3.0823 1.1785 0.0844
H 1.5940 -3.8720 1.4262 0.0503
H 0.8586 -5.6601 0.0534 0.1040
H 1.7943 -6.2653 -1.3076 0.1266
H 2.4689 -6.7299 1.6194 0.0985
H 1.6500 -7.9493 0.6331 0.1159
H 3.5036 -7.9972 -0.9732 0.1215
H 3.9869 -8.4339 0.6261 0.1268
H 6.0725 -7.2266 1.6035 0.0891
H 4.6456 -6.5292 2.2452 0.0780
H 5.8734 -5.4556 1.6176 0.0852
H 5.3582 -6.7036 -2.0022 0.0861
H 6.0398 -7.9567 -0.8458 0.0863
H 6.7073 -6.3636 -0.8951 0.0824
H 5.3226 -4.1867 -1.4971 0.1034
C -2.2202 3.8357 0.2177 -0.0212
C -2.2594 5.3342 0.4244 -0.5381
C -2.1173 5.9554 -0.9482 -0.0328
C -3.6008 5.7241 0.9845 -0.1431
C -3.6905 7.1703 1.3800 -0.1992
C -2.6183 7.4722 2.3613 -0.1390
C -1.2322 7.0642 1.8253 -0.5480
C -0.7854 8.1651 0.8618 -0.0310
C -0.2743 7.1541 3.0202 -0.0258
N -1.2102 5.7528 1.3314 -0.0867
O 0.0876 5.4392 0.7937 -0.0236
H -2.3008 3.2691 1.1532 0.0827
H -3.1021 3.5407 -0.3519 0.0881
H -1.2937 3.5319 -0.2616 0.0812
H -2.3234 7.0333 -0.9189 0.0614
H -1.1148 5.9074 -1.3994 0.0880
H -2.7557 5.5667 -1.7432 0.0897
H -4.4154 5.5430 0.2755 0.1293
H -3.8322 5.0719 1.8368 0.1325
H -3.6454 7.8222 0.5062 0.1063
H -4.6792 7.3610 1.8097 0.1189
H -2.8368 6.9525 3.3024 0.1291
H -2.5776 8.5308 2.6182 0.1239
H 0.1838 7.9227 0.4211 0.0891
H -0.5951 9.0585 1.4707 0.0842
H -1.5241 8.5019 0.1380 0.0684
H -0.2994 8.1301 3.4933 0.0847
H 0.7433 6.8982 2.7091 0.0729
H -0.5723 6.4109 3.7702 0.0848
H 0.3839 4.7436 1.4174 0.0595
O -0.9228 3.5918 3.7546 -0.0724
C -0.1728 2.3914 3.5243 -0.2346
C 1.2343 2.6046 3.0740 -0.2342
O 1.3302 3.1366 1.7516 -0.0937
H -0.8459 4.1605 2.9618 0.0454
H -0.1600 1.8124 4.4470 0.1224
H -0.7002 1.7714 2.7743 0.1164
H 1.7998 1.6582 3.1180 0.1067
H 1.8046 3.2123 3.8007 0.1253
H 2.2718 3.2909 1.5400 0.0586
O -0.2865 0.3521 -1.9806 -0.0561
C 0.2033 -0.7836 -1.3384 -0.2735
C 0.7924 -0.4713 0.0267 -0.1990
O 1.8464 0.5046 -0.0530 -0.0825
H -0.6897 0.0377 -2.8092 0.0515
H -0.6127 -1.5168 -1.1943 0.1133
H 0.9923 -1.2747 -1.9292 0.1139
H 1.2641 -1.3922 0.3669 0.0969
H -0.0395 -0.1468 0.6613 0.1231
H 1.4428 1.3660 0.1848 0.0703
O -3.1533 1.3771 -6.5869 -0.0833
C -1.8176 1.9261 -6.4888 -0.2124
C -0.8574 0.8457 -6.0229 -0.2583
O -1.2653 0.2222 -4.8436 -0.0718
H -3.7589 2.1169 -6.7082 0.0925
H -1.4693 2.4230 -7.4006 0.1195
H -1.8034 2.6921 -5.6950 0.1233
H 0.1595 1.2372 -5.9587 0.1245
H -0.7610 0.1326 -6.8679 0.1292
H -1.9291 -0.4485 -5.1330 0.0664
O 2.5405 4.1842 -4.0731 -0.0839
C 2.3183 4.3333 -2.6367 -0.2168
C 2.0060 3.0502 -1.9742 -0.3019
O 3.1454 2.2672 -1.8445 -0.0605
H 3.1189 3.4377 -4.2594 0.0721
H 3.2273 4.7991 -2.2061 0.1204
H 1.5115 5.0607 -2.5533 0.1168
H 1.1966 2.6003 -2.5651 0.1223
H 1.5140 3.2492 -1.0078 0.1079
H 2.8862 1.3697 -1.5312 0.0831
```

Properties
- relative energy (zero: lowest compared OMol25 entry of this formula, charge and spin) (eV) = 0.000
- SMILES = CC1(C)CCCC(C)(C)N1O.CC1(C)CCCC(C)(C)N1O.CC1(C)CCCC(C)(C)N1O.CC1(C)CCCC(C)(C)N1O.CC1(C)CCCC(C)(C)N1O.OCCO.OCCO.OCCO.OCCO
- molar mass (g mol⁻¹) = 1034.56
- spin multiplicity = 1